Record 1
The following is a quantum chemistry calculation of a structure of composition C2H3F3O2 in a non-equilibrium geometry, from OMol25.

As for the spin multiplicity: 1. The HOMO energy comes out at -12.098 eV. The energy above the lowest of the compared OMol25 structures with the same formula, charge and spin comes out at 90.6 kJ/mol. The value obtained for the LUMO energy is 0.6 eV. The HOMO-LUMO gap is 12.67 eV. As for the net charge: 0. The electronic energy comes out at -528.0514 Ha.

The geometry in XYZ format:
```
10
Properties=species:S:1:pos:R:3:forces:R:3:nbo_charge:R:1
C -0.05990 -0.57063 -1.44004 -1.1666 -2.7100 -0.8380 0.497
C -0.52039 0.11461 -0.15464 -3.8335 1.3820 1.5339 0.750
O -0.55523 -0.60723 0.99708 1.3273 0.9334 -1.3664 -0.634
O -0.08462 1.38287 0.11668 -0.2092 -2.2933 0.9044 -0.659
F 1.23907 -0.30472 -1.79466 -0.9914 -0.1813 0.9359 -0.322
F -0.82027 -0.14691 -2.51695 0.8383 -0.4135 1.2495 -0.319
F -2.16490 0.30446 -0.36290 3.1242 -0.3170 -0.3570 -0.487
H -0.25537 -1.74276 -1.22620 0.7349 2.6244 -0.9090 0.175
H -0.46535 0.14962 1.60136 -0.1787 -0.6880 0.8354 0.501
H 0.00958 1.77988 -0.71370 0.3548 1.6634 -1.9887 0.496
```
Positions in Å, forces in eV/Å.


Record 2
The following is a quantum chemistry calculation of the molecule C7H11FO2 in a non-equilibrium geometry, from OMol25.

As for the spin multiplicity: 1. The HOMO energy (alpha / beta) comes out at -7.336 / -7.337 eV. The energy above the lowest of the compared OMol25 structures with the same formula, charge and spin comes out at 308.7 kJ/mol. The value obtained for the LUMO energy (alpha / beta) is 0.4 / 0.4 eV. The HOMO-LUMO gap (alpha / beta) is 7.77 / 7.78 eV. As for the net charge: 0. The electronic energy comes out at -523.5455 Ha.

The geometry in XYZ format:
```
21
Properties=species:S:1:pos:R:3:forces:R:3:nbo_charge:R:1
C 0.02713 -0.74422 1.18785 0.1786 -1.0872 -0.7193 0.428
C -1.03852 -1.52740 0.27539 -1.8475 1.2322 0.4472 -0.489
C -0.95643 -0.77810 -1.12016 -1.7270 -0.4453 -1.4181 -0.507
C 1.18936 -0.42725 0.44037 -1.4415 1.6958 -0.2593 0.253
C -0.55326 0.61888 -0.82295 2.4455 -1.3514 1.7878 0.504
C 2.37624 0.41311 0.80656 -2.2350 1.5373 -2.4926 -0.669
C -1.39159 1.37507 0.17272 -2.3222 -0.5095 -1.3637 -0.705
O -0.15437 -0.34133 2.32859 -0.7714 0.0941 0.1010 -0.632
O 0.27407 1.30947 -1.61238 -0.9376 1.6733 0.0291 -0.678
F 1.47425 -1.29120 -0.56291 0.8281 -0.5384 -0.6714 -0.369
H -0.79346 -2.53907 -0.00909 0.2073 -0.5018 0.7150 0.233
H -2.11136 -1.52269 0.81644 2.5141 0.0998 -1.3347 0.230
H -0.19217 -1.32108 -1.76118 -1.1555 0.9202 0.6319 0.243
H -1.96222 -0.68898 -1.75423 1.7567 -0.5764 1.3307 0.227
H 3.09850 -0.32258 0.83504 2.4667 -0.8303 0.3562 0.227
H 2.21415 0.96199 1.68191 -0.1599 0.1894 1.7423 0.244
H 2.58993 1.27395 0.05881 -0.1991 -1.7148 0.5303 0.208
H -2.24315 0.69292 0.57940 1.5866 1.2882 -0.8522 0.245
H -1.85065 2.26838 -0.31385 0.2293 -0.6248 0.2071 0.239
H -0.85341 1.72066 1.00936 0.8790 0.3461 1.0392 0.260
H 0.85697 0.86945 -2.23570 -0.2952 -0.8962 0.1936 0.506
```
Positions in Å, forces in eV/Å.


Record 3
The following is a quantum chemistry calculation of a structure of composition C36H54CaN3O6P2S2 in a non-equilibrium geometry, from OMol25.

As for the spin multiplicity: 1. The HOMO energy comes out at -3.942 eV. The energy above the lowest of the compared OMol25 structures with the same formula, charge and spin comes out at 212.0 kJ/mol. The value obtained for the LUMO energy is 2.6 eV. The HOMO-LUMO gap is 6.56 eV. As for the net charge: -1. The electronic energy comes out at -4176.8165 Ha.

The geometry in XYZ format:
```
104
Properties=species:S:1:pos:R:3:forces:R:3:lowdin_charge:R:1
Ca 0.13176 -1.36095 -0.04502 1.1881 4.4561 -1.2083 1.128
C 4.49326 0.75785 0.37998 0.0421 -0.2161 -0.0127 -0.137
C 4.52196 -0.05355 -0.91232 -0.2413 -0.0751 0.2342 -0.520
C 5.17476 0.79955 -1.99362 -0.0917 -0.1739 0.0394 -0.126
P 2.73816 -0.64815 -1.21862 1.3002 0.1745 -0.9153 1.104
C 2.92816 -1.97595 -2.55692 0.0231 0.0881 0.0877 -0.527
C 1.70916 -1.97575 -3.47482 0.0178 -0.0132 0.2451 -0.116
C 4.19436 -2.09155 -3.40652 -0.1300 0.0696 0.2809 -0.124
C 2.06376 0.82405 -2.05372 -0.2427 -0.2327 0.2692 -0.311
C 2.37646 1.20605 -3.34992 -0.0579 0.2483 -0.1624 -0.134
C 1.79656 2.31425 -3.94352 0.1221 -0.0704 -0.2353 -0.109
C 0.84756 3.03175 -3.22812 0.0003 0.0736 0.0788 -0.115
C 0.51906 2.67215 -1.94132 -0.1316 0.0197 0.0383 -0.071
C 1.12576 1.57315 -1.28842 0.2779 0.2671 -0.4620 -0.329
N 0.82216 1.16885 -0.02922 -0.0817 -0.6130 0.4169 -0.052
C 0.34926 2.03525 0.89818 -0.0068 0.3264 0.2657 -0.327
C 0.61846 3.42835 0.86518 0.1444 0.1273 -0.0467 -0.051
C 0.06786 4.30715 1.76828 -0.0543 0.0352 -0.0741 -0.110
C -0.76174 3.85095 2.78318 -0.1752 -0.0022 0.2315 -0.125
C -0.91394 2.48215 2.93538 -0.1241 0.2778 0.0282 -0.144
C -0.35844 1.57055 2.05128 -0.0152 -0.3166 -0.2852 -0.321
P -0.30624 -0.23685 2.33128 -0.4046 1.0808 2.0608 1.051
C 1.06006 -0.30165 3.62678 -0.0078 -0.0670 -0.1988 -0.508
C 2.34856 -0.30605 2.81638 -0.2669 -0.1139 0.1133 -0.146
C 1.12966 0.82525 4.65598 -0.1429 -0.1790 -0.1334 -0.107
C -1.83174 -0.75335 3.30398 0.0458 0.0371 -0.1979 -0.513
C -1.90874 -0.52075 4.81338 0.0804 -0.0565 -0.2287 -0.114
C -3.08584 -0.23545 2.60868 0.2021 -0.0778 -0.0077 -0.129
H 5.47976 1.15895 0.62278 0.0601 0.0149 -0.0384 0.076
H 3.80026 1.59165 0.27448 -0.0950 0.1332 0.0738 0.074
H 4.15756 0.13565 1.19968 0.0144 0.0331 0.1736 0.036
H 5.12636 -0.95485 -0.74452 -0.1490 0.0085 -0.0414 0.102
H 4.62166 1.72705 -2.11852 -0.0166 0.1069 -0.0499 0.071
H 6.19186 1.05385 -1.68872 0.0753 -0.0049 0.0299 0.075
H 5.22456 0.29745 -2.95212 0.0424 -0.0231 -0.1907 0.046
H 2.86846 -2.87195 -1.92372 0.0210 0.0370 -0.1361 0.087
H 1.70056 -1.09065 -4.10822 -0.0701 -0.0005 -0.0381 0.061
H 1.73446 -2.85465 -4.12032 -0.0761 -0.1054 -0.0044 0.082
H 0.79206 -2.00455 -2.89132 -0.1050 0.0019 -0.2385 0.039
H 4.24966 -1.29845 -4.14982 0.0593 0.0836 -0.0757 0.059
H 5.09626 -2.07425 -2.80082 0.1716 0.0211 0.0048 0.060
H 4.16776 -3.04215 -3.94382 0.0241 -0.0310 -0.0318 0.073
H 3.10576 0.64385 -3.91552 0.0433 -0.0917 0.0039 0.088
H 2.07396 2.60565 -4.94762 -0.0141 0.0002 -0.0505 0.089
H 0.35616 3.88185 -3.69132 -0.0141 0.0154 0.0182 0.093
H -0.24524 3.21985 -1.40792 -0.0037 0.0371 -0.0406 0.088
H 1.29416 3.80835 0.10938 -0.0680 -0.0105 -0.0152 0.104
H 0.28156 5.36575 1.68488 0.0506 0.0519 -0.0332 0.094
H -1.23674 4.54165 3.46678 0.0153 0.0078 0.0686 0.085
H -1.47524 2.11785 3.78278 -0.0536 -0.0695 0.0855 0.085
H 0.93816 -1.27175 4.11778 -0.0183 0.0295 -0.0175 0.100
H 2.38686 0.61795 2.24318 0.1723 0.0572 -0.1138 0.057
H 3.22586 -0.36825 3.46188 0.0962 -0.0004 0.0114 0.084
H 2.34606 -1.15075 2.12888 0.2268 -0.0324 -0.1143 0.056
H 1.17626 1.79285 4.16018 0.0506 0.0721 0.0109 0.069
H 0.28106 0.82885 5.33268 -0.0836 0.0742 0.0790 0.051
H 2.03576 0.71355 5.25238 0.0917 -0.0582 0.0767 0.074
H -1.79144 -1.83515 3.13708 0.0027 0.0341 0.0374 0.087
H -1.95884 0.53645 5.06968 0.0505 0.0569 0.0530 0.057
H -2.82294 -0.98315 5.19378 -0.0160 -0.0639 0.0168 0.073
H -1.06374 -0.97625 5.32558 0.0263 0.0447 0.1069 0.065
H -3.13564 0.85165 2.65638 -0.0635 0.0940 -0.0448 0.056
H -3.07244 -0.56135 1.57108 -0.1824 0.0964 -0.1183 0.046
H -3.98204 -0.64025 3.08298 -0.0568 -0.0355 -0.0014 0.082
O -0.72504 -2.74755 -1.58962 0.0756 -0.2147 -0.2222 -0.417
S -1.76604 -3.08365 -0.62842 -3.3264 -2.1017 -1.5344 0.449
O -3.07644 -3.20415 -1.23862 0.5167 -0.0599 0.3259 -0.304
O -1.75314 -2.19435 0.52368 -0.7712 -0.2568 0.6352 -0.477
C -1.40924 -4.73115 0.02658 -0.3337 0.4919 -0.2542 -0.207
C -2.34344 -5.71955 -0.23712 -0.1191 0.0634 -0.1671 -0.055
C -2.17284 -7.00385 0.24968 0.0764 0.0167 0.0312 -0.077
C -1.05554 -7.30495 1.01278 -0.1170 0.0766 -0.0393 -0.075
C -0.13364 -6.31085 1.29348 0.1616 -0.0303 0.0310 -0.054
C -0.31004 -5.02475 0.80548 0.5422 0.2950 0.1935 -0.211
S 0.90216 -3.79385 1.32708 1.2631 -2.2759 1.8953 0.456
O 0.22886 -2.98695 2.32908 -0.0730 0.1568 -0.3397 -0.352
O 2.00186 -4.57255 1.86978 -0.3315 0.1608 -0.2985 -0.316
O 1.30936 -3.03935 0.14558 0.9881 -1.5094 -0.0425 -0.523
H -3.20114 -5.43805 -0.82602 -0.1219 -0.0717 -0.0696 0.104
H -2.91064 -7.76475 0.04008 -0.0623 -0.0413 -0.0436 0.099
H -0.91774 -8.30715 1.39338 0.0749 -0.0372 0.0544 0.100
H 0.74646 -6.49695 1.88888 0.0452 -0.0819 0.0517 0.106
C -4.74784 1.68385 0.24338 0.2478 0.1674 -0.0342 -0.070
C -3.47914 2.49655 -0.02522 -0.1197 -0.2541 0.1106 -0.207
N -3.08854 2.40185 -1.41942 0.0526 -0.0262 0.0394 -0.093
C -3.57384 3.46805 -2.26562 0.1749 0.2394 -0.1234 -0.223
C -2.70024 4.72145 -2.17522 -0.2164 -0.2082 -0.0395 -0.064
C -2.33534 1.34105 -1.86582 -0.2715 0.3123 -0.3428 -0.439
C -2.10924 1.21725 -3.35092 0.0271 -0.0554 0.0707 -0.013
N -1.84444 0.42025 -1.14392 0.5317 -0.9205 0.4095 0.156
H -5.02394 1.74775 1.29258 -0.0793 -0.0455 0.1268 0.067
H -4.58114 0.64125 -0.01652 -0.0237 -0.1149 0.0198 0.073
H -5.57464 2.06025 -0.35842 -0.0725 0.0248 -0.0451 0.066
H -2.65984 2.15385 0.61408 -0.0669 0.1653 0.0031 0.091
H -3.65614 3.54955 0.21308 0.1311 -0.0797 0.0022 0.116
H -4.59444 3.72125 -1.95522 0.0141 -0.1021 -0.0836 0.115
H -3.61764 3.13515 -3.30172 -0.1079 -0.0259 0.0591 0.103
H -2.59734 5.04465 -1.14242 0.0136 0.0698 0.1222 0.069
H -3.14194 5.53005 -2.75302 -0.0154 0.1541 -0.0685 0.070
H -1.70684 4.51375 -2.55802 0.1712 -0.0072 -0.0946 0.049
H -3.04524 0.97065 -3.85442 -0.0476 0.0189 -0.0467 0.085
H -1.40744 0.39905 -3.49132 -0.0092 0.0283 -0.0503 0.085
H -1.68934 2.11855 -3.78982 -0.0062 0.0753 -0.0379 0.063
H -2.01774 0.48895 -0.14792 -0.2935 0.3448 0.1185 0.020
```
Positions in Å, forces in eV/Å.